{
  "formula": "C37H103N11O10",
  "method": "wB97M-V/def2-TZVPD",
  "total_energy_ha": -2825.92230,
  "spin_multiplicity": 2,
  "max_force_ha_per_bohr": 0.083,
  "orbital_gap_ev": [1.721, 8.631],
  "total_charge": -1,
  "homo_energy_ev": [0.5, -6.5],
  "symbols": ["C", "O", "N", "N", "H", "H", "H", "H", "C", "C", "C", "O", "C", "N", "H", "H", "H", "H", "H", "H", "H", "H", "H", "H", "H", "C", "C", "C", "O", "C", "N", "H", "H", "H", "H", "H", "H", "H", "H", "H", "H", "H", "C", "C", "C", "O", "C", "N", "H", "H", "H", "H", "H", "H", "H", "H", "H", "H", "H", "C", "C", "C", "O", "C", "N", "H", "H", "H", "H", "H", "H", "H", "H", "H", "H", "H", "C", "C", "C", "O", "C", "N", "H", "H", "H", "H", "H", "H", "H", "H", "H", "H", "H", "C", "C", "C", "O", "C", "N", "H", "H", "H", "H", "H", "H", "H", "H", "H", "H", "H", "C", "C", "C", "O", "C", "N", "H", "H", "H", "H", "H", "H", "H", "H", "H", "H", "H", "C", "C", "C", "O", "C", "N", "H", "H", "H", "H", "H", "H", "H", "H", "H", "H", "H", "C", "C", "C", "O", "C", "N", "H", "H", "H", "H", "H", "H", "H", "H", "H", "H", "H"],
  "positions_angstrom": [[0.61, 0.63, -0.95], [-0.22, 0.79, -1.83], [0.60, 1.08, 0.28], [1.71, 0.02, -1.27], [-0.26, 1.55, 0.49], [1.40, 0.79, 0.84], [1.69, -0.28, -2.23], [2.36, -0.46, -0.67], [-0.13, -1.43, 2.43], [-0.75, -2.78, 2.74], [-1.49, -2.86, 4.06], [-2.26, -4.03, 4.19], [-3.10, -4.08, 5.35], [-1.52, -3.19, 1.65], [-0.80, -0.58, 2.61], [0.27, -1.19, 1.44], [0.72, -1.40, 3.10], [0.03, -3.54, 2.81], [-2.09, -1.94, 4.12], [-0.82, -2.81, 4.92], [-3.70, -3.18, 5.50], [-2.56, -4.43, 6.23], [-3.69, -4.97, 5.12], [-2.27, -3.80, 1.95], [-2.09, -2.38, 1.44], [5.11, -0.53, -1.93], [5.51, -1.08, -0.56], [6.26, -0.09, 0.38], [7.63, 0.34, -0.18], [8.25, 1.43, 0.44], [4.30, -1.53, 0.01], [5.40, 0.50, -2.11], [4.04, -0.56, -2.14], [5.61, -1.07, -2.73], [6.18, -1.93, -0.67], [6.44, -0.58, 1.34], [5.49, 0.64, 0.61], [7.57, 2.28, 0.40], [9.25, 1.73, 0.12], [8.35, 1.12, 1.48], [4.25, -2.48, -0.34], [4.51, -1.72, 0.98], [1.23, 0.47, -4.88], [0.66, -0.96, -4.56], [0.25, -1.74, -5.72], [-0.12, -3.05, -5.36], [-0.92, -3.67, -6.43], [1.78, -1.53, -3.90], [0.52, 0.97, -5.54], [2.21, 0.59, -5.34], [1.32, 1.02, -3.94], [-0.19, -0.88, -3.88], [1.11, -1.78, -6.38], [-0.67, -1.35, -6.15], [-0.86, -4.76, -6.43], [-0.61, -3.32, -7.41], [-1.97, -3.43, -6.27], [1.58, -2.52, -3.85], [2.67, -1.60, -4.37], [-2.82, 2.74, 3.49], [-3.10, 4.15, 3.01], [-3.54, 4.24, 1.52], [-2.83, 3.25, 0.71], [-3.01, 3.31, -0.70], [-4.16, 4.72, 3.90], [-3.61, 2.13, 3.04], [-2.97, 2.51, 4.55], [-1.85, 2.35, 3.17], [-2.15, 4.68, 3.11], [-3.43, 5.24, 1.09], [-4.59, 3.94, 1.52], [-2.70, 4.26, -1.13], [-4.05, 3.11, -0.97], [-2.50, 2.43, -1.10], [-3.75, 4.68, 4.82], [-4.25, 5.68, 3.60], [-4.12, 0.84, -5.09], [-3.35, 0.62, -3.80], [-3.19, -0.93, -3.64], [-4.50, -1.49, -3.44], [-4.46, -2.91, -3.11], [-2.06, 1.35, -3.94], [-3.55, 0.50, -5.96], [-4.29, 1.89, -5.32], [-5.10, 0.38, -4.93], [-3.99, 1.10, -3.06], [-2.44, -1.20, -2.89], [-2.91, -1.35, -4.60], [-4.31, -3.60, -3.94], [-5.44, -3.29, -2.81], [-3.64, -3.14, -2.43], [-1.64, 1.14, -4.84], [-1.42, 1.08, -3.21], [3.56, 2.63, 1.24], [3.47, 1.55, 2.32], [2.61, 1.86, 3.52], [3.29, 2.93, 4.14], [3.02, 3.09, 5.50], [3.05, 0.32, 1.74], [2.59, 2.92, 0.82], [4.09, 2.21, 0.39], [4.05, 3.56, 1.53], [4.50, 1.43, 2.64], [2.52, 1.01, 4.19], [1.57, 2.15, 3.34], [3.75, 3.81, 5.87], [3.05, 2.22, 6.16], [2.02, 3.53, 5.51], [3.66, 0.17, 0.94], [3.30, -0.38, 2.42], [1.99, 6.97, 2.78], [1.95, 6.26, 1.46], [0.64, 6.46, 0.66], [0.53, 5.74, -0.59], [0.45, 4.31, -0.51], [3.02, 6.71, 0.63], [1.19, 6.79, 3.50], [2.06, 8.06, 2.75], [2.85, 6.61, 3.34], [2.17, 5.21, 1.65], [0.53, 7.52, 0.41], [-0.20, 6.18, 1.29], [-0.47, 3.91, -0.95], [0.61, 3.98, 0.51], [1.21, 3.85, -1.14], [2.75, 6.34, -0.27], [2.94, 7.71, 0.54], [-0.41, -3.85, -1.84], [0.74, -4.57, -1.05], [1.88, -3.64, -0.64], [3.14, -4.25, -0.35], [3.84, -4.96, -1.40], [0.11, -5.15, 0.08], [-1.10, -4.53, -2.35], [0.00, -3.19, -2.60], [-1.01, -3.30, -1.11], [1.00, -5.44, -1.65], [1.58, -2.94, 0.13], [2.03, -2.97, -1.49], [4.34, -4.28, -2.09], [3.16, -5.67, -1.86], [4.59, -5.62, -0.98], [0.83, -5.50, 0.69], [-0.34, -4.33, 0.47], [-5.22, -3.84, 2.90], [-5.58, -3.42, 1.47], [-5.24, -1.96, 1.02], [-3.89, -1.70, 1.11], [-3.59, -0.37, 0.80], [-4.89, -4.34, 0.53], [-5.90, -3.52, 3.69], [-4.27, -3.36, 3.18], [-5.12, -4.91, 3.05], [-6.67, -3.52, 1.43], [-5.68, -1.32, 1.78], [-5.71, -1.68, 0.08], [-2.55, -0.16, 0.57], [-3.85, 0.26, 1.66], [-4.10, 0.05, -0.07], [-4.09, -4.78, 0.97], [-4.45, -3.69, -0.11]],
  "mulliken_charge": [0.098, -0.917, 1.869, 1.142, -0.571, -0.903, -0.508, -0.411, -0.293, 0.293, -1.089, -0.225, -0.878, 0.831, 0.050, -0.332, 0.667, 0.084, 0.094, 0.596, 0.365, 0.342, 0.258, 0.031, -0.652, -1.194, 0.688, -1.076, -0.119, -0.679, 0.107, 0.378, -0.195, 0.443, 0.733, 0.434, -0.637, 0.253, 0.286, 0.328, -0.258, 0.139, -1.356, 1.763, -1.218, -0.262, -0.867, -0.530, 0.414, 0.444, 0.176, -0.861, 0.228, 0.561, 0.248, 0.351, 0.282, 0.249, 0.294, -1.419, 1.014, -1.193, 0.215, -0.778, -0.815, 0.185, 0.501, 0.115, 0.047, 0.352, 0.386, 0.449, 0.428, -0.151, 0.316, 0.267, -1.869, 0.475, 0.486, -0.540, -0.462, -0.526, 0.378, 0.454, 0.393, 0.162, 0.091, 0.047, 0.332, 0.363, -0.051, 0.326, 0.438, -0.617, 0.241, -0.500, 0.239, -1.376, 1.892, -0.457, 0.205, 0.617, -0.963, 0.747, -0.123, 0.338, 0.406, 0.264, -1.391, 0.008, -1.771, 1.956, -0.702, -0.479, -0.174, -0.748, 0.328, 0.403, 0.385, -0.700, 0.394, 0.016, -0.092, 0.133, 0.312, 0.355, 0.285, -0.397, 0.271, 1.130, -0.234, -1.020, -0.621, 0.487, -0.161, -0.282, 0.458, -0.246, -0.375, 0.225, 0.315, 0.257, 0.393, -0.169, -1.205, 0.580, -1.305, 0.074, -1.105, -0.732, 0.538, 0.097, 0.370, 0.413, 0.523, 0.362, -0.080, 0.337, 0.418, 0.326, 0.026]
}